Entry 1:
Entry from OMol25: one molecule with the formula C23H15ClN6O4 (ωB97M-V/def2-TZVPD).

Each line ends with the Löwdin charge.
Element x y z (Å)
C 1.431 1.171 -0.537  -0.2591
C 1.546 -5.724 -3.343  -0.0547
C -1.495 2.419 0.473  -0.0659
H -1.758 -2.181 -0.346  0.1180
H 1.975 1.452 -2.555  0.1048
H 1.894 5.486 2.902  0.1312
C -2.060 -1.348 0.372  -0.1156
C -1.763 0.004 0.030  -0.0640
O 2.248 -2.882 -1.232  0.0742
C 2.064 -0.564 -1.992  0.0294
N 0.395 -3.429 -2.458  0.2157
C 1.941 -1.585 -1.003  -0.2268
H 1.781 -1.779 1.116  0.1285
C 1.247 4.679 2.591  -0.0054
C -3.124 -0.606 2.375  -0.0609
C -2.146 1.046 0.792  -0.1938
N -2.290 -3.295 -4.637  0.1659
C 0.774 3.174 1.040  -0.2357
N -0.151 5.445 4.205  -0.3451
H 1.219 0.503 1.540  0.1364
H 1.813 3.102 -0.737  0.1161
N 1.236 2.548 -0.172  0.1071
O -1.991 3.892 2.866  0.1684
C -0.907 3.742 2.483  -0.4410
C -2.882 0.772 1.991  0.0018
H -1.070 2.431 -0.484  0.1060
H 2.360 -0.913 -2.929  0.1010
C 0.010 4.605 3.081  -0.0983
C 0.334 -5.363 -3.736  -0.0688
H -3.132 1.609 2.676  0.1117
C 1.478 0.235 0.500  -0.0411
H -2.332 3.069 0.407  0.1278
Cl -2.729 -3.404 1.923  0.6356
C 1.714 -1.072 0.297  -0.0053
O -0.861 5.041 5.139  0.0923
C 1.853 0.794 -1.756  -0.0214
C -1.364 -3.777 -4.087  -0.1309
C 2.229 -4.876 -2.492  0.0438
N -0.554 2.900 1.449  0.1241
H -0.158 -5.999 -4.476  0.1340
C 1.572 -3.746 -1.983  -0.3126
C -0.179 -4.161 -3.387  -0.3019
H 2.015 -6.647 -3.710  0.1316
N 1.723 3.974 1.488  0.1569
H -3.714 -0.598 3.315  0.1125
H 3.133 -5.133 -2.008  0.1104
C -2.677 -1.683 1.563  -0.6553
H -1.083 0.187 -0.846  0.1276
O 0.438 6.486 4.289  0.0908

Atomic forces in eV per Å
-0.120 1.281 3.507
3.279 -0.811 1.354
-2.612 -1.566 1.141
-0.262 1.307 1.157
0.128 1.128 -1.145
0.259 -0.265 0.444
0.677 -0.343 -1.543
0.871 -2.394 -1.585
1.121 -0.700 1.220
-0.284 -1.718 1.610
-0.705 2.213 0.433
-0.450 3.979 -0.107
-0.235 0.131 0.138
1.703 1.132 -1.904
-0.352 2.334 0.116
0.608 1.047 2.122
2.773 -1.782 1.538
2.064 -2.028 -3.222
-2.868 -0.581 3.459
0.308 0.246 -0.701
0.851 1.319 -0.147
-1.793 -1.135 0.193
-6.500 -0.660 0.814
0.429 0.147 0.450
0.741 -1.434 -0.517
0.902 -0.274 -1.126
0.387 -0.189 -1.641
4.421 0.048 -0.741
-2.066 -1.398 -2.910
-0.037 -0.795 -0.523
-1.141 1.049 1.294
-0.585 1.268 0.319
-0.410 0.787 0.330
0.504 -2.985 -1.069
0.481 -0.181 -1.276
-0.157 -2.032 -0.644
-3.438 2.878 -1.203
-0.388 -0.169 1.347
4.254 1.236 -0.532
-0.184 0.363 0.246
-0.574 -0.428 -2.540
-0.159 -0.731 0.557
-0.228 0.458 0.302
-2.905 -0.350 1.796
0.633 -1.073 -0.674
1.127 -0.254 -0.103
-0.012 1.178 -0.044
-0.976 -0.358 0.797
0.922 1.101 -0.783

- E_tot: -53741.23623 eV
- Lowest unoccupied orbital energy: -0.70 eV
- Frontier orbital gap: 8.16 eV
- Highest occupied orbital energy: -8.86 eV
- SMILES: N#Cc1cccc(Oc2ccc(Nc3ncc([N+](=O)[O-])c(=O)n3Cc3ccc(Cl)cc3)cc2)n1
- Multiplicity: 1
- Relative energy (zero: lowest compared OMol25 entry of this formula, charge and spin): 0.0 kcal per mole

---

Entry 2:
Entry from OMol25: C23H15F3N2 as an isolated structure (ωB97M-V/def2-TZVPD).

Each line ends with the Löwdin charge.
Element x y z (Å)
C -0.806 -0.088 0.714  0.0602
C -4.348 -1.148 0.030  -0.0645
H 1.796 0.491 0.581  0.1186
C -4.772 -1.597 1.286  -0.0112
C 2.167 -1.166 -2.225  -0.0070
C 1.324 0.838 1.501  0.0775
H 1.833 -2.197 -2.098  0.1054
C -0.733 -1.615 -2.087  -0.0180
H -5.023 -1.200 -0.825  0.1149
H -1.040 -1.508 -3.138  0.1122
C 3.123 1.448 -2.446  -0.0082
C -3.864 -1.507 2.341  -0.2473
H 4.120 -1.770 -2.914  0.1258
C -0.670 1.156 2.883  0.0596
H -1.620 -1.848 -1.494  0.0667
C -2.121 -0.575 0.915  -0.1748
C 1.813 1.216 -2.027  -0.0271
H 3.486 2.473 -2.546  0.1269
C -0.082 0.610 1.688  -0.1664
H 1.188 2.072 -1.752  0.1218
H -1.745 1.097 3.036  0.1269
C 3.965 0.373 -2.746  -0.2340
C 1.515 1.914 3.687  0.0907
H -0.036 -2.450 -1.992  0.0722
C 1.293 -0.089 -1.966  -0.1867
H -0.215 -0.358 -0.266  0.0348
C 5.335 0.597 -3.119  -0.1725
F -4.302 -1.846 3.601  0.0383
F 3.400 1.705 2.245  0.0465
C -2.568 -1.050 2.193  0.0330
C 0.141 1.728 3.848  -0.2221
F -0.427 2.123 5.040  0.0461
C -0.935 0.829 -2.074  -0.2423
C -0.149 -0.289 -1.577  -0.2924
C 3.471 -0.931 -2.651  -0.0158
H -1.889 -1.033 3.044  0.1242
C 2.061 1.476 2.478  -0.2252
H 2.123 2.384 4.453  0.1377
H -2.820 -0.168 -1.101  0.0826
N 6.456 0.762 -3.412  0.1543
H -5.776 -1.978 1.447  0.1169
C -3.082 -0.618 -0.144  -0.0546
N -1.587 1.741 -2.411  0.1761

Atomic forces in eV per Å
0.543 -2.165 2.211
-0.109 -0.140 0.427
0.029 0.149 0.360
0.331 0.095 -0.005
-0.040 0.191 -0.056
-0.597 -0.362 -0.055
0.171 0.395 -0.200
-0.430 -0.057 0.664
0.123 0.095 0.287
0.208 -0.052 0.286
-0.278 0.108 0.224
-0.487 -0.048 0.116
-0.192 0.263 0.203
0.232 -0.178 -0.510
0.222 -0.246 -0.307
-2.456 -0.002 -0.617
0.403 0.158 -0.225
-0.051 -0.348 0.139
1.341 2.387 0.922
0.153 -0.338 -0.258
0.317 0.115 0.071
-0.373 -0.005 0.000
-0.202 -0.206 -0.444
-0.194 0.226 0.017
0.156 0.130 0.686
-0.172 -0.664 1.385
2.323 0.327 -0.716
0.520 0.112 -0.992
-1.283 -0.277 0.314
0.395 0.352 -0.412
-0.221 -0.093 0.600
0.546 -0.251 -1.242
-1.018 1.471 -0.208
0.573 0.827 -4.325
-0.065 -0.227 0.180
-0.312 -0.169 -0.185
0.638 0.360 -0.048
-0.101 -0.086 -0.127
-0.224 -0.179 0.316
-2.419 -0.335 0.632
0.216 0.056 0.044
0.643 0.245 0.326
1.140 -1.632 0.522

- E_tot: -35221.78312 eV
- Lowest unoccupied orbital energy: -2.66 eV
- Frontier orbital gap: 4.67 eV
- Highest occupied orbital energy: -7.32 eV
- Multiplicity: 1
- Relative energy (zero: lowest compared OMol25 entry of this formula, charge and spin): 6.6 kcal per mole

---

Entry 3:
Entry from OMol25: C23H15F3N5V as an isolated structure (ωB97M-V/def2-TZVPD).

Each line ends with the Löwdin charge.
Element x y z (Å)
C -1.965 -1.021 -1.450  -0.1069
N -1.368 -1.147 2.344  0.1192
C -2.864 -1.414 -2.175  -0.1281
C -4.058 0.182 5.298  -0.0453
C -2.018 -0.047 2.148  -0.2481
H -4.171 -0.325 6.245  0.1156
C -7.089 -3.211 -5.591  -0.5976
N -0.562 -1.441 1.250  -0.1208
H 1.514 -4.745 0.509  0.1263
F -8.284 -2.851 -5.093  0.1464
C -5.798 -3.325 -3.462  -0.0055
V -0.498 -0.274 -0.302  0.8031
H -5.241 -1.277 -6.099  0.1217
H -4.654 -3.350 -1.654  0.1167
H -4.196 2.912 1.410  0.1698
C -4.097 -1.298 -4.289  -0.0210
H -3.429 -0.510 -4.609  0.1159
C -5.114 -1.729 -5.125  -0.0020
C -2.669 1.742 0.803  -0.1106
C -3.922 -1.874 -3.031  -0.2596
H -2.590 2.311 -0.115  0.1518
H 2.771 -5.039 -1.628  0.1228
C -3.782 1.492 2.889  -0.1651
F -7.013 -2.712 -6.830  0.1432
C 1.515 -1.938 -2.056  -0.0835
F -7.108 -4.548 -5.699  0.1465
H -5.358 2.797 3.557  0.1225
H 0.027 -3.262 2.029  0.1438
C 0.860 -2.782 -0.016  -0.2339
C -2.973 0.399 3.164  -0.0828
C -3.122 -0.260 4.389  0.0029
N -3.608 2.130 1.654  0.1439
C 2.234 -4.122 -1.428  -0.0210
N 0.849 -1.768 -0.916  -0.0098
C 0.075 -2.548 1.213  -0.0095
H -6.461 -4.120 -3.144  0.1272
C -5.964 -2.742 -4.712  -0.1202
C -4.736 1.944 3.795  0.0001
C 2.221 -3.095 -2.351  -0.0212
H 1.471 -1.121 -2.765  0.1249
C -4.786 -2.896 -2.627  -0.0201
C 1.538 -3.962 -0.237  0.0094
H 2.743 -3.177 -3.293  0.1193
H -2.495 -1.114 4.599  0.1179
N -1.852 0.744 0.992  0.0259
C -4.865 1.283 4.997  -0.0425
H -5.601 1.622 5.713  0.1181

Atomic forces in eV per Å
-0.294 0.004 -0.322
0.230 -0.105 -0.381
-0.085 -0.061 -0.017
-0.002 0.020 -0.023
-0.194 0.258 0.204
-0.006 0.004 0.004
0.059 0.032 0.056
-0.220 -0.326 1.173
0.002 -0.001 -0.003
-0.143 0.068 0.091
-0.038 -0.038 0.003
-0.061 1.076 -1.060
-0.015 -0.009 -0.007
0.006 0.005 0.002
-0.008 -0.008 0.013
-0.057 -0.023 -0.056
0.002 0.001 0.005
0.044 0.039 0.000
0.101 0.033 -0.128
0.109 0.089 0.004
0.006 -0.015 -0.003
0.002 0.002 -0.005
-0.081 0.211 -0.174
0.040 0.075 -0.133
-0.055 0.062 0.034
0.032 -0.190 0.005
0.000 0.004 -0.005
-0.016 -0.060 -0.061
-0.085 0.062 0.280
0.145 -0.197 -0.007
-0.017 0.023 -0.010
-0.028 -0.045 0.104
-0.002 -0.005 0.005
0.402 -0.532 0.011
0.230 -0.056 -0.186
-0.008 0.002 -0.014
0.036 0.020 0.009
0.037 -0.050 0.031
0.018 -0.022 -0.016
0.000 0.001 0.000
0.014 -0.009 0.040
0.025 -0.073 0.003
0.000 0.001 0.000
0.001 -0.005 0.002
-0.121 -0.246 0.497
-0.009 -0.012 0.032
0.002 -0.004 0.004

- E_tot: -65378.75497 eV
- Net charge: +1
- Lowest unoccupied orbital energy (spin up / spin down): -4.03 / -4.01 eV
- Frontier orbital gap (spin up / spin down): 6.08 / 6.67 eV
- Highest occupied orbital energy (spin up / spin down): -10.11 / -10.68 eV
- Multiplicity: 4
- Relative energy (zero: lowest compared OMol25 entry of this formula, charge and spin): 3.7 kcal per mole